[1]
Here is a molecular structure, C17H14ClNO4Sm at a distorted geometry from the OMol25 dataset. Energies are from ωB97M-V/def2-TZVPD.

Structure (ORCA input):
```
! wB97M-V def2-TZVPD RIJCOSX def2/J DEFGRID3
* xyz -1 6
C 1.869 -2.030 -0.722
C 1.899 -1.855 -2.143
C 0.573 -2.101 -2.625
H 2.802 -1.677 -2.753
C -0.279 -2.340 -1.499
C 0.529 -2.306 -0.338
H 0.164 -2.506 0.662
H 2.735 -2.083 -0.068
H 0.248 -2.189 -3.669
H -1.314 -2.692 -1.544
Sm 0.848 0.538 -1.860
Cl 2.414 2.311 -0.911
C 1.167 1.948 -3.746
C -0.069 1.261 -4.032
C 0.280 -0.001 -4.613
H -1.093 1.614 -3.862
C 1.695 -0.122 -4.626
C 2.249 1.042 -4.031
H 3.318 1.267 -4.005
H 1.270 2.968 -3.367
H -0.406 -0.702 -5.092
H 2.247 -0.897 -5.168
O 1.072 0.040 1.288
C -0.127 0.455 1.181
O -0.672 0.846 0.067
C -0.901 0.460 2.488
C -2.047 1.244 2.641
C -2.600 1.417 3.914
C -2.031 0.792 5.011
C -0.923 -0.090 4.875
C -0.372 -0.241 3.607
N -2.684 1.033 6.270
O -3.695 1.783 6.299
O -2.231 0.469 7.297
H -2.508 1.740 1.792
H -3.474 2.019 4.069
H -0.492 -0.603 5.735
H 0.539 -0.815 3.477
*
```

For the total energy, the calculation gives -57964.144 eV. Its largest force on an atom is 4.63 eV/A.


[2]
Here is a single C2H6FOP molecule at a distorted geometry from the OMol25 dataset. Energies are from ωB97M-V/def2-TZVPD.

Structure (ORCA input):
```
! wB97M-V def2-TZVPD RIJCOSX def2/J DEFGRID3
* xyz 0 1
C 0.486 1.169 0.474
C -0.947 0.656 0.363
O 1.475 0.086 0.412
F -1.624 1.002 -0.819
P -0.823 -1.203 0.348
H 0.931 1.805 -0.345
H 0.584 1.624 1.467
H -1.626 0.943 1.328
H 1.799 -0.001 1.316
H -0.931 -1.295 -1.154
H -2.198 -1.135 0.330
*
```

For the energy above the lowest of the compared OMol25 structures with the same formula, charge and spin, the calculation gives 366.46 kJ/mol. Its largest force on an atom is 2.97 eV/A.


largest force on an atom of number 2 (C2H6FOP)?
2.97 eV/A


What is the formula in the first record?
C17H14ClNO4Sm


Which of these has the highest largest force on an atom?
C17H14ClNO4Sm


Which value of largest force on an atom does entry 2 give?
2.97 eV/A